{"formula": "C10H16N2", "method": "ωB97M-V/def2-TZVPD", "multiplicity": 1, "total_energy_ev": -13604.5975, "e_above_lowest_kcal_mol": 100.4, "species": ["C", "C", "C", "C", "C", "C", "C", "C", "C", "C", "N", "N", "H", "H", "H", "H", "H", "H", "H", "H", "H", "H", "H", "H", "H", "H", "H", "H"], "xyz": [[1.886, 0.274, -0.106], [0.626, -0.222, -4.412], [0.385, -0.048, -3.026], [-0.069, 1.419, -1.013], [0.189, 1.201, -2.509], [0.490, 0.458, 0.019], [-1.310, 1.471, 2.524], [0.250, -2.639, 1.570], [-1.432, 0.329, 1.487], [0.509, -1.185, 1.853], [3.028, 0.236, -0.102], [-0.257, -0.242, 0.966], [1.150, -1.023, -4.936], [0.462, 0.714, -4.978], [0.514, -0.739, -2.196], [0.159, 2.432, -0.823], [-1.165, 1.385, -1.090], [-0.188, 2.043, -3.170], [-1.642, 2.368, 2.162], [-1.782, 1.223, 3.472], [-0.178, 1.488, 2.695], [0.897, -3.310, 2.171], [-0.879, -2.851, 1.568], [0.612, -2.986, 0.585], [-1.920, -0.402, 2.119], [-2.087, 0.533, 0.648], [0.315, -1.027, 2.852], [1.437, -0.900, 1.668]], "forces_ev_per_angstrom": [[-2.39, 0.20, 0.75], [-0.16, 0.83, 0.60], [1.09, 0.31, -0.69], [-1.40, -0.99, -1.20], [-1.16, 0.68, -0.02], [0.26, 0.15, -0.85], [3.29, -2.25, 0.27], [-0.68, -1.32, -1.29], [-1.98, -0.03, 1.16], [-3.41, -0.53, -2.11], [2.13, -0.27, -0.29], [1.89, -0.61, -0.11], [-0.49, 0.00, 0.54], [0.16, -0.75, 0.07], [0.24, -0.86, -0.73], [0.45, 1.20, 0.65], [-0.08, 0.01, 0.90], [0.94, -0.90, 0.83], [-0.69, 2.42, -0.78], [-0.11, 0.04, -0.11], [-1.47, 0.60, 0.15], [-0.96, 0.45, 0.55], [1.76, -0.04, 0.48], [-0.36, 0.75, -0.10], [-0.24, -0.88, -0.61], [-0.37, 0.36, 0.08], [-0.73, 0.86, 2.22], [4.49, 0.56, -0.35]]}